Formula: C54H136N6O21
Source: the OMol25 dataset
Level of theory: ωB97M-V/def2-TZVPD

Multiplicity ... 2
Relative energy (zero: lowest compared OMol25 entry of this formula, charge and spin) ... 0.0 kcal/mol
Kohn-Sham gap (spin up / spin down) ... 7.683 / 1.279 eV
DFT total energy ... -4046.70655 hartree
Charge ... +1

```
217
Properties=species:S:1:pos:R:3:forces:R:3
C 2.89415 0.05051 -6.26365 0.5 -0.1 0.7
O 3.62864 0.38233 -5.03921 -0.5 -0.7 -1.0
C 4.13420 -0.78088 -4.36136 0.4 1.4 0.8
C 4.97239 -0.25966 -3.18772 0.2 0.5 1.0
O 4.21068 -0.21819 -1.96802 0.1 -0.6 1.0
C 4.95432 0.09081 -0.77884 1.6 -0.2 -0.4
C 4.22452 0.02108 0.51960 -1.8 0.2 0.2
O 3.81621 -1.29904 0.71707 -1.0 -1.6 0.2
C 2.89529 -1.55003 1.77181 0.6 0.5 0.5
H 2.14689 0.78467 -6.56483 -0.1 0.3 0.8
H 2.40111 -0.90490 -6.08422 -0.1 -0.1 -0.3
H 3.53515 0.01354 -7.14447 0.5 -0.4 0.2
H 4.80927 -1.41458 -4.93652 -0.2 0.1 -0.7
H 3.31850 -1.38702 -3.96725 -0.1 0.0 -0.1
H 5.33196 0.75600 -3.35274 -0.1 0.2 -0.6
H 5.88795 -0.82769 -3.02278 -0.1 -0.5 0.0
H 5.46742 1.05080 -0.83583 -0.3 0.4 -0.3
H 5.77678 -0.60375 -0.60785 0.2 -0.5 -0.6
H 3.35567 0.67924 0.51619 -0.3 0.2 -0.1
H 4.80454 0.30971 1.39616 0.7 0.4 -0.3
H 2.90058 -2.60411 2.04927 0.1 -0.1 -0.5
H 1.86222 -1.22907 1.63812 0.0 0.0 -0.8
H 3.19035 -1.04161 2.68972 0.4 0.3 0.2
C 6.49101 -8.70913 0.99755 0.6 0.2 0.8
O 5.26666 -7.92626 0.97551 1.0 -0.5 -0.3
C 5.20168 -7.18716 -0.23781 0.2 0.9 -0.5
C 4.13110 -6.05083 -0.15924 0.9 -1.2 0.6
O 3.86550 -5.42915 -1.40586 0.7 -1.3 -0.3
C 2.72460 -4.63418 -1.39543 -0.2 1.2 0.1
C 2.40368 -3.86007 -2.67294 0.0 -0.6 -0.8
O 2.05120 -4.66303 -3.75945 0.2 -1.7 0.0
C 1.76110 -3.98373 -4.93213 0.1 0.4 -0.7
H 6.38181 -9.59372 1.62498 -0.5 0.1 -0.2
H 7.35298 -8.18796 1.41408 -0.4 0.8 0.7
H 7.00080 -8.99028 0.07605 -1.2 -0.2 -0.8
H 5.00123 -7.89897 -1.03859 -0.1 0.3 -0.4
H 6.16534 -6.70372 -0.39830 0.2 -0.1 -0.3
H 4.49619 -5.33202 0.57433 0.0 0.4 0.0
H 3.31364 -6.58441 0.32569 -0.8 0.4 -0.4
H 2.93520 -3.79621 -0.73095 -0.4 0.2 0.7
H 1.88420 -5.22847 -1.03676 -0.3 0.1 -0.1
H 3.25216 -3.25114 -2.98501 0.2 0.3 0.4
H 1.51716 -3.24079 -2.53625 0.1 0.6 0.9
H 0.87318 -3.35499 -4.86600 -0.5 0.0 0.2
H 1.62627 -4.70571 -5.73752 -0.1 -0.1 0.2
H 2.54936 -3.30353 -5.25473 0.5 0.0 0.1
C 3.19702 10.65065 4.46210 0.2 0.9 0.0
O 2.87171 10.13206 3.18714 0.1 -0.3 -0.6
C 3.57927 10.69099 2.01813 -0.3 0.0 2.3
C 2.87331 10.27901 0.74732 -0.7 0.2 0.1
O 2.72807 8.88844 0.61350 -0.4 0.0 0.0
C 3.83639 8.14470 0.16636 -0.5 -0.8 0.8
C 3.61622 6.65916 0.63670 -0.2 1.0 -0.4
O 3.02136 5.88068 -0.38878 0.3 -0.5 -0.6
C 2.23795 4.79040 0.13082 0.5 1.3 0.5
H 2.88691 11.68892 4.58008 0.0 0.4 -0.4
H 4.25438 10.62797 4.72589 0.3 -0.2 -0.3
H 2.68430 10.18315 5.30273 -0.3 -0.8 -0.6
H 4.62539 10.39132 2.08090 0.1 -0.4 -0.2
H 3.60627 11.76731 2.18812 -0.2 0.3 -0.5
H 3.28070 10.79094 -0.12450 0.7 -0.2 -0.2
H 1.85146 10.65791 0.72813 -0.1 0.0 0.5
H 4.73952 8.54614 0.62604 0.3 -0.1 0.0
H 3.90339 8.23820 -0.91755 0.2 -0.3 -0.2
H 2.94104 6.62916 1.49188 -0.1 0.5 0.2
H 4.57064 6.29247 1.01448 0.2 -0.6 -0.4
H 1.74761 4.17378 -0.62247 0.5 0.3 -0.3
H 1.48091 5.28979 0.73547 -0.4 -0.5 0.3
H 2.89268 4.19091 0.76330 -0.2 -0.4 0.1
C -2.92771 -3.81401 11.72662 0.7 -0.1 -0.4
O -2.57769 -2.95882 10.57753 -1.1 -0.5 2.4
C -3.35111 -1.74694 10.63591 0.8 0.2 -1.1
C -2.75670 -0.78087 9.56930 -1.3 -2.2 0.6
O -3.07864 -1.39599 8.31998 1.1 1.4 -0.7
C -2.71693 -0.47104 7.28030 -1.4 -0.9 -0.9
C -2.89476 -1.12302 5.87605 -0.2 -0.2 0.8
O -2.59832 -0.16722 4.92557 -0.4 1.3 -0.5
C -2.75076 -0.60596 3.56476 1.3 0.6 1.0
H -2.40111 -4.76659 11.66837 0.6 0.3 -0.4
H -3.94587 -4.17879 11.86223 -0.7 0.7 -0.8
H -2.68268 -3.36056 12.68706 0.3 0.4 -0.1
H -3.39101 -1.19046 11.57231 0.7 -0.4 0.6
H -4.38687 -2.03587 10.45752 -0.2 0.4 -0.5
H -1.67321 -0.70832 9.66353 0.1 0.0 0.2
H -3.21143 0.19842 9.71862 -0.1 0.2 -0.4
H -1.71807 -0.03736 7.32823 0.3 -0.3 0.4
H -3.42948 0.34796 7.37835 0.0 0.4 -0.4
H -3.90318 -1.49575 5.69646 -0.4 0.0 0.4
H -2.26236 -1.99779 5.72454 0.5 -0.3 0.4
H -3.44350 -1.44366 3.48434 0.0 0.0 -0.2
H -1.71018 -0.83614 3.33602 -0.2 -0.8 -0.9
H -3.00583 0.24542 2.93375 -0.5 -0.1 0.1
C 1.01180 -8.16590 1.39625 0.0 -1.2 -0.1
O 1.13469 -6.84382 0.97067 -1.4 0.4 -0.4
C -0.07904 -6.24762 0.60933 2.0 1.9 -0.2
C -1.01669 -5.98847 1.81791 -1.2 1.0 1.2
O -0.73700 -4.79644 2.56671 -0.3 -2.0 -2.4
C 0.46918 -4.76866 3.24487 0.3 0.5 1.9
C 0.43226 -3.58775 4.17897 0.3 1.1 0.3
O 0.46659 -2.36101 3.43120 -0.6 -0.3 1.0
C 0.67995 -1.17907 4.22296 1.7 0.4 0.0
H 0.60973 -8.20108 2.40877 0.1 0.1 0.5
H 1.98321 -8.65914 1.36180 0.0 0.3 0.1
H 0.29612 -8.72826 0.79653 0.0 0.0 -0.3
H -0.66424 -6.64013 -0.22228 0.0 -1.0 0.3
H 0.23425 -5.25590 0.28306 -0.2 0.2 -0.1
H -1.00728 -6.87847 2.44713 0.3 0.0 0.3
H -2.01544 -5.89092 1.39239 -0.1 0.4 0.1
H 1.37365 -4.70609 2.63979 -0.1 0.0 -1.0
H 0.60016 -5.65785 3.86154 -0.1 -0.4 0.0
H 1.26458 -3.65182 4.87986 0.6 0.0 -0.2
H -0.41809 -3.68008 4.85460 -0.6 0.3 -0.3
H 1.71946 -1.12844 4.54695 0.4 -0.6 0.1
H 0.15984 -0.98429 5.16086 -1.0 -0.6 -0.4
H 0.66409 -0.28407 3.60102 -0.8 -0.3 -0.3
C -0.12501 2.29721 -1.94109 -1.2 0.2 0.3
C 0.84888 1.27459 -1.39693 0.2 -0.1 -1.5
C 0.40863 -0.17135 -1.71342 -0.6 -0.4 0.7
O -0.76938 -0.57231 -0.95891 0.8 -0.6 0.0
C -0.58185 -1.25553 0.28367 -0.4 1.2 0.0
N 2.11868 1.60757 -2.05070 0.3 -0.2 0.4
H -0.26787 2.26020 -3.02106 0.5 -0.2 -0.2
H 0.18013 3.31247 -1.68763 0.0 -0.1 0.0
H -1.13100 2.15664 -1.54571 0.0 0.0 0.3
H 0.94128 1.39590 -0.31765 0.1 0.0 0.1
H 1.22094 -0.89032 -1.60703 0.3 0.0 0.7
H 0.13083 -0.33318 -2.75493 -0.2 0.7 -0.2
H -1.57911 -1.31122 0.72009 0.0 -0.2 0.0
H 0.01745 -0.67921 0.98850 0.1 0.3 0.0
H -0.13238 -2.24847 0.29620 0.1 -0.3 -0.8
H 2.87433 0.98863 -1.79380 0.0 0.0 0.5
H 2.08807 1.39168 -3.03688 -0.5 0.3 -0.5
C -5.07211 -0.47028 -3.92485 0.2 1.2 -0.4
C -4.87125 0.42979 -2.69135 -1.2 -0.7 -0.2
C -6.06237 0.17240 -1.66820 1.6 0.6 -0.2
O -7.23653 0.87796 -2.03396 -0.3 0.2 0.6
C -8.21417 0.71267 -0.99306 -0.2 -1.4 -0.3
N -3.53413 0.12285 -2.17350 -0.7 0.5 0.9
H -5.00865 -1.51414 -3.61754 -0.1 -0.1 -0.1
H -4.25894 -0.22340 -4.60742 0.2 -0.3 0.1
H -5.94938 -0.27007 -4.54000 -0.4 -0.2 0.5
H -4.85944 1.48895 -2.94856 -0.5 0.0 -0.2
H -5.78733 0.44054 -0.64813 0.3 0.5 0.2
H -6.15707 -0.90926 -1.57259 -0.7 -0.4 -0.4
H -9.24585 0.99131 -1.20776 0.3 0.5 -1.0
H -8.02753 1.16434 -0.01876 0.8 0.2 -0.1
H -8.27404 -0.37005 -0.88244 -0.2 -0.2 0.6
H -3.03005 0.99739 -2.20803 0.5 -0.2 0.2
H -3.03475 -0.52649 -2.76432 0.1 0.0 -0.2
C -2.37764 -1.54927 -6.52869 -1.5 0.6 -1.2
C -1.31565 -1.15250 -5.58938 1.1 0.7 1.1
C -0.90550 0.36110 -5.66233 -0.8 0.2 -1.5
O -0.50685 0.64908 -7.02144 0.1 -2.4 0.9
C -0.70339 1.90945 -7.53577 -0.2 0.9 0.3
N -1.82831 -1.49007 -4.24792 0.7 -0.2 0.3
H -2.26216 -1.01478 -7.47161 0.0 -0.5 -0.2
H -3.34338 -1.23965 -6.12921 -0.1 0.4 0.1
H -2.55023 -2.61730 -6.66145 0.7 -0.1 -0.2
H -0.38859 -1.68213 -5.80883 0.2 -0.3 -0.1
H -0.09729 0.64645 -4.98893 0.2 -0.3 0.2
H -1.75153 1.01074 -5.43805 -0.4 -0.1 0.3
H -1.74918 2.20932 -7.60295 -0.4 -0.2 0.0
H -0.28990 1.88523 -8.54401 0.2 0.4 0.2
H -0.24147 2.63575 -6.86703 0.4 0.5 -0.3
H -2.30345 -2.37953 -4.30437 -0.4 -0.1 -0.2
H -1.07183 -1.72145 -3.61999 0.4 0.3 0.3
C -3.31638 -3.22656 -0.96581 -0.9 1.1 0.4
C -3.85089 -3.34731 0.50939 1.7 -0.3 -1.3
C -4.82553 -2.29189 0.88516 -1.8 0.7 0.0
O -5.30930 -2.48541 2.20679 1.2 -1.5 0.7
C -6.26000 -1.57190 2.69464 0.2 -0.2 -0.2
N -4.41416 -4.69135 0.59149 0.6 0.1 0.7
H -4.20115 -3.38568 -1.58223 0.1 -0.7 -0.4
H -2.48403 -3.88470 -1.21509 -0.3 -0.4 0.2
H -3.02721 -2.23973 -1.32725 0.2 0.4 0.8
H -3.01462 -3.25391 1.20224 0.2 -0.3 0.2
H -5.71680 -2.43656 0.27458 -0.2 0.2 -0.7
H -4.46168 -1.28056 0.70371 0.3 0.2 0.2
H -5.71504 -0.87211 3.32821 -0.3 0.9 -0.6
H -6.98211 -2.01314 3.38162 0.1 -0.7 -0.2
H -6.81786 -1.24972 1.81538 -0.1 1.0 0.3
H -4.74136 -4.77998 1.54290 -0.4 -0.3 0.2
H -5.23054 -4.69470 -0.00316 -0.2 -0.3 -0.1
C 1.11625 5.16776 -4.93234 0.5 0.3 1.1
C 2.19799 5.47640 -3.85276 0.4 -0.8 -1.5
C 3.64298 5.69732 -4.45394 -0.8 -0.6 0.5
O 4.04154 4.62565 -5.27254 -0.2 1.8 -2.3
C 4.46770 3.52674 -4.60105 -0.6 -1.2 1.1
N 1.84816 6.60371 -3.04237 0.1 0.9 -0.3
H 1.36540 4.27866 -5.51158 0.2 0.3 -0.2
H 0.92907 6.06291 -5.52544 0.3 -0.2 -0.3
H 0.16857 4.95649 -4.43697 -0.1 -0.1 0.2
H 2.27677 4.63684 -3.16209 0.2 -0.7 -0.3
H 4.34802 5.74906 -3.62429 0.1 0.1 0.5
H 3.79298 6.62781 -5.00148 -0.6 0.0 -0.2
H 4.86092 2.73046 -5.23305 0.3 0.5 -0.4
H 3.57676 3.06777 -4.17249 0.2 -0.4 0.9
H 5.18215 3.86122 -3.84886 0.3 -0.6 0.4
H 1.10866 6.30700 -2.42172 -0.1 0.2 0.2
H 2.67156 6.70882 -2.46699 -0.2 0.5 0.6
C -4.56249 3.79315 0.75623 0.6 0.1 0.3
C -3.19839 3.08341 0.56374 -1.4 -1.1 -1.4
C -2.10246 3.49090 1.49039 0.8 0.4 0.3
O -0.87132 2.79037 1.19992 -0.7 -1.1 -1.4
C -0.32464 2.11529 2.31507 -1.5 1.4 1.4
N -3.43720 1.61000 0.57764 0.1 0.3 1.2
H -5.22549 3.54194 -0.07168 0.0 -0.2 0.1
H -4.51787 4.88175 0.78868 0.4 0.1 -0.2
H -5.02373 3.50998 1.70237 0.0 -0.3 0.0
H -2.88862 3.23408 -0.47039 0.4 1.0 -0.1
H -2.41002 3.41337 2.53322 0.1 -0.6 0.2
H -1.88094 4.55242 1.37994 -0.1 0.2 -0.3
H 0.42192 1.32699 2.21848 0.5 0.8 -1.1
H -1.09534 1.59727 2.88584 -0.4 0.0 0.0
H -0.09494 3.02264 2.87369 1.3 -0.8 1.2
H -2.54347 1.15007 0.47864 0.3 -0.1 -0.1
H -3.93995 1.32955 -0.25224 -0.1 0.1 0.0
```
Positions in Å, forces in eV/Å.